A 6-piece molecular cluster, C31H33F41O7Si overall, computed with wB97M-V/def2-TZVPD.

Results
Total charge: 0
SMILES string: FC(F)C(F)(F)COC(F)(F)C(F)F.FC(F)C(F)(F)COC(F)(F)C(F)F.FC(F)C(F)(F)COC(F)(F)C(F)F.FC(F)C(F)(F)COC(F)(F)C(F)F.FC(F)C(F)(F)COC(F)(F)C(F)F.CC(=O)OCC[SiH2][C@@H](C)F
Maximum force in eV/Å: 0.7
LUMO level in Eh: 0.016
Electronic energy in Ha: -6111.76565

Geometry (Å):
1 F 0.79 0.46 0.41
2 C 0.17 0.46 -0.79
3 F -0.88 1.31 -0.71
4 C -0.36 -0.92 -1.18
5 F -1.49 -1.21 -0.50
6 F -0.70 -0.79 -2.50
7 C 0.59 -2.12 -1.15
8 O 0.69 -2.89 0.03
9 C 1.47 -2.54 1.09
10 F 2.38 -1.60 0.77
11 F 2.16 -3.65 1.46
12 C 0.66 -2.14 2.34
13 F -0.35 -1.30 2.03
14 F 1.48 -1.53 3.23
15 H 0.85 0.84 -1.56
16 H 0.16 -2.81 -1.87
17 H 1.58 -1.82 -1.52
18 H 0.24 -3.04 2.79
19 F -5.35 -5.19 2.60
20 C -5.53 -5.12 3.94
21 F -6.61 -4.34 4.18
22 C -4.31 -4.51 4.65
23 F -4.29 -3.17 4.50
24 F -4.56 -4.77 5.98
25 C -2.93 -5.10 4.39
26 O -2.13 -4.55 3.36
27 C -2.27 -4.86 2.04
28 F -2.94 -6.00 1.85
29 F -1.01 -5.05 1.56
30 C -2.85 -3.70 1.19
31 F -3.93 -3.15 1.78
32 F -3.21 -4.19 -0.01
33 H -5.72 -6.12 4.33
34 H -2.37 -4.86 5.29
35 H -2.98 -6.19 4.32
36 H -2.08 -2.93 1.05
37 F -2.38 -8.02 8.72
38 C -2.70 -6.85 8.13
39 F -2.73 -7.04 6.79
40 C -1.66 -5.75 8.43
41 F -0.56 -5.93 7.68
42 F -2.28 -4.60 8.00
43 C -1.28 -5.46 9.89
44 O -0.17 -6.13 10.45
45 C -0.24 -7.40 10.96
46 F -1.51 -7.79 11.16
47 F 0.37 -7.36 12.17
48 C 0.57 -8.43 10.14
49 F 0.33 -8.30 8.82
50 F 0.20 -9.67 10.53
51 H -3.69 -6.53 8.47
52 H -0.96 -4.42 9.86
53 H -2.16 -5.52 10.53
54 H 1.63 -8.29 10.33
55 F 0.21 0.26 -5.78
56 C 0.24 1.61 -5.71
57 F -1.02 2.04 -5.50
58 C 0.76 2.24 -7.01
59 F -0.20 2.24 -7.96
60 F 0.99 3.55 -6.66
61 C 2.10 1.77 -7.59
62 O 2.10 0.73 -8.55
63 C 2.04 -0.59 -8.22
64 F 2.32 -0.80 -6.93
65 F 3.01 -1.21 -8.95
66 C 0.72 -1.27 -8.65
67 F -0.35 -0.53 -8.32
68 F 0.63 -2.47 -8.04
69 H 0.86 1.92 -4.87
70 H 2.45 2.64 -8.15
71 H 2.81 1.59 -6.79
72 H 0.73 -1.42 -9.73
73 F 0.21 6.79 1.42
74 C 0.84 5.66 1.09
75 F 1.96 5.98 0.40
76 C -0.02 4.74 0.20
77 F -0.04 5.20 -1.06
78 F 0.69 3.56 0.19
79 C -1.43 4.37 0.66
80 O -2.51 5.18 0.22
81 C -2.86 6.35 0.82
82 F -2.33 6.46 2.05
83 F -4.21 6.32 0.97
84 C -2.58 7.60 -0.04
85 F -1.34 7.57 -0.57
86 F -2.69 8.69 0.74
87 H 1.14 5.12 2.00
88 H -1.62 3.41 0.17
89 H -1.46 4.20 1.73
90 H -3.32 7.65 -0.84
91 C 3.33 2.30 -1.77
92 C 2.48 3.09 -2.73
93 O 1.41 2.71 -3.14
94 O 3.04 4.25 -3.09
95 C 2.17 5.24 -3.68
96 C 3.03 6.41 -4.16
97 Si 2.71 6.73 -5.98
98 C 3.79 5.60 -7.04
99 C 5.24 6.07 -7.17
100 F 3.78 4.29 -6.50
101 H 2.90 2.40 -0.77
102 H 4.36 2.63 -1.75
103 H 3.29 1.26 -2.08
104 H 1.62 4.76 -4.49
105 H 1.45 5.54 -2.92
106 H 4.08 6.15 -3.99
107 H 2.83 7.32 -3.59
108 H 3.03 8.12 -6.36
109 H 1.28 6.50 -6.29
110 H 3.34 5.53 -8.04
111 H 5.91 5.22 -6.99
112 H 5.50 6.87 -6.47
113 H 5.44 6.44 -8.18